1.
Below is C21H22F5NO in the gas phase, with properties calculated with wB97M-V/def2-TZVPD.

Bonds (Å) are listed after each position.
CARTESIAN COORDINATES (ANGSTROEM)
1 O 0.44 -1.53 -2.44  H2 0.962, C3 1.411
2 H 0.24 -2.28 -3.01  O1 0.962
3 C -0.54 -1.45 -1.43  O1 1.411, C4 1.540, H49 1.099, H50 1.098
4 C -0.38 -0.13 -0.64  C3 1.540, C5 1.534, C23 1.539, C32 1.552
5 C 1.09 0.11 -0.28  C4 1.534, C6 1.533, H30 1.092, H31 1.089
6 C 1.58 -0.86 0.80  C5 1.533, N7 1.449, H28 1.093, H29 1.093
7 N 0.79 -0.83 2.01  C6 1.449, C8 1.451, C22 1.449
8 C 0.98 0.36 2.83  N7 1.451, C9 1.506, H20 1.095, H21 1.101
9 C 0.48 0.12 4.23  C8 1.506, C10 1.390, C14 1.388
10 C 0.72 -1.11 4.84  C9 1.390, C11 1.381, H19 1.077
11 C 0.27 -1.31 6.13  C10 1.381, C12 1.384, F18 1.346
12 C -0.41 -0.34 6.85  C11 1.384, C13 1.382, H17 1.077
13 C -0.62 0.86 6.22  C12 1.382, C14 1.383, F16 1.347
14 C -0.20 1.11 4.92  C9 1.388, C13 1.383, H15 1.079
15 H -0.40 2.07 4.48  C14 1.079
16 F -1.28 1.84 6.88  C13 1.347
17 H -0.75 -0.52 7.86  C12 1.077
18 F 0.50 -2.50 6.72  C11 1.346
19 H 1.24 -1.88 4.31  C10 1.077
20 H 2.06 0.55 2.88  C8 1.095
21 H 0.50 1.26 2.42  C8 1.101
22 C -0.60 -1.12 1.72  N7 1.449, C23 1.537, H26 1.093, H27 1.094
23 C -1.22 -0.20 0.65  C4 1.539, C22 1.537, H24 1.092, H25 1.092
24 H -2.22 -0.55 0.42  C23 1.092
25 H -1.30 0.81 1.06  C23 1.092
26 H -1.18 -1.03 2.64  C22 1.093
27 H -0.65 -2.16 1.39  C22 1.094
28 H 2.62 -0.63 1.05  C6 1.093
29 H 1.55 -1.88 0.42  C6 1.093
30 H 1.20 1.13 0.08  C5 1.092
31 H 1.70 -0.01 -1.18  C5 1.089
32 C -0.93 1.05 -1.49  C4 1.552, C33 1.498, H47 1.092, H48 1.092
33 C -0.33 1.14 -2.86  C32 1.498, C34 1.388, C38 1.391
34 C -0.96 0.55 -3.94  C33 1.388, C35 1.387, H46 1.080
35 C -0.38 0.59 -5.20  C34 1.387, C36 1.386, C42 1.500
36 C 0.83 1.24 -5.41  C35 1.386, C37 1.384, H41 1.079
37 C 1.44 1.86 -4.34  C36 1.384, C38 1.383, H40 1.079
38 C 0.87 1.81 -3.08  C33 1.391, C37 1.383, H39 1.080
39 H 1.36 2.30 -2.25  C38 1.080
40 H 2.38 2.38 -4.48  C37 1.079
41 H 1.27 1.27 -6.39  C36 1.079
42 C -1.09 -0.11 -6.32  C35 1.500, F43 1.339, F44 1.347, F45 1.352
43 F -0.50 0.04 -7.52  C42 1.339
44 F -2.36 0.31 -6.47  C42 1.347
45 F -1.17 -1.44 -6.11  C42 1.352
46 H -1.91 0.04 -3.82  C34 1.080
47 H -2.01 0.92 -1.58  C32 1.092
48 H -0.74 1.97 -0.95  C32 1.092
49 H -1.55 -1.49 -1.86  C3 1.099
50 H -0.44 -2.30 -0.75  C3 1.098

Structure (SMILES): OCC1(Cc2cccc(C(F)(F)F)c2)CCN(Cc2cc(F)cc(F)c2)CC1
Max |F| (eV Å⁻¹): 0.5
M (g/mol): 399.4
Spin multiplicity: 1
Frontier orbital gap (eV): 9.146
E (hartree): -1442.7762

***

2.
Below is 2 unconnected molecules or ions with the total composition C21H22FNO4S2 in a non-equilibrium geometry, with properties calculated with wB97M-V/def2-TZVPD.

Bonds (Å) are listed after each position.
CARTESIAN COORDINATES (ANGSTROEM)
1 C 1.32 -4.81 9.93  C2 1.491, H11 1.088, H12 1.103, H13 1.096
2 C 0.69 -4.72 11.27  C1 1.491, N3 1.328, C10 1.406
3 N 0.13 -3.54 11.54  C2 1.328, C5 1.334
4 F -0.18 -2.67 6.62  C27 1.337
5 C -0.84 -3.47 12.45  N3 1.334, C6 1.492, C7 1.414
6 C -1.76 -2.31 12.29  C5 1.492, H14 1.089, H15 1.104, H16 1.106
7 C -1.00 -4.49 13.42  C5 1.414, C8 1.409, H17 1.096
8 C -0.20 -5.65 13.31  C7 1.409, C9 1.498, C10 1.409
9 C -0.20 -6.69 14.39  C8 1.498, H18 1.096, H19 1.098, H20 1.098
10 C 0.60 -5.80 12.16  C2 1.406, C8 1.409, H21 1.106
11 H 1.89 -5.73 9.83  C1 1.088
12 H 0.54 -4.82 9.15  C1 1.103
13 H 1.98 -3.96 9.71  C1 1.096
14 H -2.42 -2.18 13.14  C6 1.089
15 H -1.17 -1.38 12.14  C6 1.104
16 H -2.38 -2.44 11.39  C6 1.106
17 H -1.74 -4.36 14.22  C7 1.096
18 H 0.49 -7.50 14.12  C9 1.096
19 H 0.13 -6.24 15.34  C9 1.098
20 H -1.20 -7.12 14.55  C9 1.098
21 H 1.14 -6.74 11.93  C10 1.106
22 C -4.87 -0.10 9.63  C23 1.400, C40 1.398, H41 1.094
23 C -4.42 -1.37 9.25  C22 1.400, C24 1.400, H42 1.086
24 C -3.47 -1.52 8.23  C23 1.400, C25 1.391, H43 1.089
25 C -2.97 -0.39 7.59  C24 1.391, S26 1.801, C39 1.399
26 S -1.91 -0.64 6.16  C25 1.801, C27 1.947, O37 1.455, O38 1.454
27 C -0.19 -1.33 6.73  F4 1.337, S26 1.947, S28 1.875, H44 1.099
28 S 1.55 -0.87 6.20  C27 1.875, C29 1.786, O35 1.448, O36 1.441
29 C 1.43 0.59 5.18  S28 1.786, C30 1.387, C34 1.391
30 C 1.01 0.36 3.88  C29 1.387, C31 1.394, H45 1.083
31 C 0.96 1.43 2.98  C30 1.394, C32 1.395, H46 1.090
32 C 1.29 2.71 3.42  C31 1.395, C33 1.400, H47 1.094
33 C 1.63 2.94 4.76  C32 1.400, C34 1.399, H48 1.090
34 C 1.72 1.87 5.65  C29 1.391, C33 1.399, H49 1.089
35 O 2.20 -0.51 7.44  S28 1.448
36 O 2.08 -1.92 5.37  S28 1.441
37 O -2.50 -1.71 5.36  S26 1.455
38 O -1.79 0.70 5.60  S26 1.454
39 C -3.37 0.89 8.00  C25 1.399, C40 1.397, H50 1.093
40 C -4.32 1.02 9.01  C22 1.398, C39 1.397, H51 1.093
41 H -5.65 0.01 10.39  C22 1.094
42 H -4.83 -2.26 9.72  C23 1.086
43 H -3.11 -2.50 7.93  C24 1.089
44 H -0.23 -1.01 7.78  C27 1.099
45 H 0.71 -0.64 3.59  C30 1.083
46 H 0.68 1.23 1.95  C31 1.090
47 H 1.33 3.53 2.70  C32 1.094
48 H 1.85 3.96 5.10  C33 1.090
49 H 1.95 2.03 6.70  C34 1.089
50 H -2.93 1.78 7.53  C39 1.093
51 H -4.65 2.02 9.31  C40 1.093

Structure (SMILES): O=S(=O)(c1ccccc1)C(F)S(=O)(=O)c1ccccc1.Cc1cc(C)nc(C)c1
Max |F| (eV Å⁻¹): 1.8
M (g/mol): 435.5
Spin multiplicity: 1
Frontier orbital gap (eV): 8.902
E (hartree): -2065.2920

***

3.
Below is C21H22N2O2 in the gas phase, with properties calculated with wB97M-V/def2-TZVPD.

Bonds (Å) are listed after each position.
CARTESIAN COORDINATES (ANGSTROEM)
1 C -6.53 -2.26 -0.94  C2 1.497, H45 1.089, H46 1.089, H47 1.086
2 C -5.63 -1.10 -0.63  C1 1.497, C3 1.379, C7 1.399
3 C -4.39 -1.29 -0.05  C2 1.379, C4 1.397, H44 1.080
4 C -3.55 -0.20 0.23  C3 1.397, C5 1.398, C13 1.472
5 C -3.99 1.09 -0.08  C4 1.398, C6 1.396, O10 1.358
6 C -5.24 1.28 -0.67  C5 1.396, C7 1.375, H9 1.079
7 C -6.04 0.20 -0.94  C2 1.399, C6 1.375, H8 1.080
8 H -7.01 0.35 -1.39  C7 1.080
9 H -5.55 2.29 -0.90  C6 1.079
10 O -3.23 2.19 0.17  C5 1.358, C11 1.340
11 C -2.02 2.00 0.72  O10 1.340, C12 1.344, H43 1.082
12 C -1.49 0.82 1.07  C11 1.344, C13 1.466, C15 1.505
13 C -2.24 -0.42 0.85  C4 1.472, C12 1.466, O14 1.220
14 O -1.82 -1.52 1.16  C13 1.220
15 C -0.09 0.70 1.61  C12 1.505, N16 1.458, H41 1.093, H42 1.096
16 N 0.80 0.32 0.52  C15 1.458, C17 1.450, C32 1.446
17 C 1.50 -0.93 0.73  N16 1.450, C18 1.531, H39 1.091, H40 1.105
18 C 2.21 -1.32 -0.57  C17 1.531, N19 1.447, H37 1.089, H38 1.095
19 N 3.12 -0.29 -1.02  C18 1.447, C20 1.388, C31 1.446
20 C 4.44 -0.26 -0.57  N19 1.388, C21 1.401, C25 1.399
21 C 5.34 0.66 -1.14  C20 1.401, C22 1.379, H30 1.080
22 C 6.67 0.67 -0.76  C21 1.379, C23 1.385, H29 1.081
23 C 7.15 -0.23 0.17  C22 1.385, C24 1.383, H28 1.079
24 C 6.28 -1.15 0.72  C23 1.383, C25 1.382, H27 1.081
25 C 4.94 -1.16 0.36  C20 1.399, C24 1.382, H26 1.079
26 H 4.30 -1.89 0.83  C25 1.079
27 H 6.64 -1.86 1.46  C24 1.081
28 H 8.19 -0.21 0.46  C23 1.079
29 H 7.34 1.39 -1.22  C22 1.081
30 H 5.01 1.35 -1.89  C21 1.080
31 C 2.40 0.95 -1.20  N19 1.446, C32 1.535, H35 1.088, H36 1.095
32 C 1.70 1.37 0.10  N16 1.446, C31 1.535, H33 1.093, H34 1.108
33 H 1.12 2.28 -0.08  C32 1.093
34 H 2.47 1.58 0.86  C32 1.108
35 H 3.06 1.75 -1.53  C31 1.088
36 H 1.64 0.79 -1.98  C31 1.095
37 H 2.73 -2.27 -0.47  C18 1.089
38 H 1.45 -1.43 -1.35  C18 1.095
39 H 0.76 -1.70 0.98  C17 1.091
40 H 2.24 -0.85 1.55  C17 1.105
41 H -0.09 -0.09 2.38  C15 1.093
42 H 0.23 1.64 2.08  C15 1.096
43 H -1.51 2.94 0.86  C11 1.082
44 H -4.03 -2.27 0.20  C3 1.080
45 H -7.48 -2.15 -0.43  C1 1.089
46 H -6.73 -2.31 -2.01  C1 1.089
47 H -6.07 -3.20 -0.63  C1 1.086

Relative energy (zero: lowest compared OMol25 entry of this formula, charge and spin) (eV): 2.030
Structure (SMILES): Cc1ccc2occ(CN3CCN(c4ccccc4)CC3)c(=O)c2c1
Max |F| (eV Å⁻¹): 0.8
M (g/mol): 334.4
Spin multiplicity: 1
Frontier orbital gap (eV): 7.715
E (hartree): -1073.4110

***

4.
Below is C21H22N2O4S in the gas phase, with properties calculated with wB97M-V/def2-TZVPD.

Bonds (Å) are listed after each position.
CARTESIAN COORDINATES (ANGSTROEM)
1 C 0.46 1.33 1.91  C2 1.498, H48 1.089, H49 1.090, H50 1.087
2 C -0.22 1.54 0.59  C1 1.498, C3 1.388, C7 1.390
3 C -1.58 1.31 0.42  C2 1.388, C4 1.381, H47 1.078
4 C -2.18 1.50 -0.80  C3 1.381, C5 1.388, S14 1.791
5 C -1.48 1.99 -1.90  C4 1.388, C6 1.392, C10 1.493
6 C -0.12 2.22 -1.73  C5 1.392, C7 1.381, H9 1.080
7 C 0.51 1.99 -0.52  C2 1.390, C6 1.381, H8 1.079
8 H 1.57 2.15 -0.42  C7 1.079
9 H 0.47 2.58 -2.56  C6 1.080
10 C -2.15 2.28 -3.20  C5 1.493, H11 1.089, H12 1.087, H13 1.088
11 H -3.02 2.91 -3.03  C10 1.089
12 H -1.47 2.77 -3.88  C10 1.087
13 H -2.52 1.36 -3.65  C10 1.088
14 S -3.92 1.12 -0.93  C4 1.791, O15 1.439, O16 1.435, N17 1.695
15 O -4.24 0.55 -2.21  S14 1.439
16 O -4.69 2.25 -0.50  S14 1.435
17 N -4.15 -0.07 0.26  S14 1.695, H18 1.010, C19 1.459
18 H -5.07 0.07 0.65  N17 1.010
19 C -3.93 -1.44 -0.21  N17 1.459, C20 1.503, H45 1.097, H46 1.092
20 C -2.44 -1.60 -0.38  C19 1.503, C21 1.389, C25 1.389
21 C -1.64 -1.85 0.73  C20 1.389, C22 1.381, H44 1.080
22 C -0.26 -1.83 0.63  C21 1.381, C23 1.391, H43 1.081
23 C 0.34 -1.55 -0.60  C22 1.391, C24 1.391, C28 1.491
24 C -0.46 -1.34 -1.72  C23 1.391, C25 1.381, H27 1.079
25 C -1.84 -1.37 -1.61  C20 1.389, C24 1.381, H26 1.079
26 H -2.46 -1.19 -2.47  C25 1.079
27 H 0.01 -1.12 -2.66  C24 1.079
28 C 1.81 -1.36 -0.74  C23 1.491, O29 1.216, N30 1.356
29 O 2.29 -0.58 -1.54  C28 1.216
30 N 2.58 -2.13 0.08  C28 1.356, H31 1.007, C32 1.451
31 H 2.14 -2.73 0.75  N30 1.007
32 C 4.00 -1.89 0.22  N30 1.451, C33 1.494, H41 1.092, H42 1.092
33 C 4.27 -1.03 1.42  C32 1.494, C34 1.364, O37 1.353
34 C 4.24 0.33 1.57  C33 1.364, C35 1.417, H40 1.070
35 C 4.49 0.58 2.94  C34 1.417, C36 1.359, H39 1.070
36 C 4.65 -0.64 3.52  C35 1.359, O37 1.344, H38 1.072
37 O 4.51 -1.62 2.61  C33 1.353, C36 1.344
38 H 4.86 -0.94 4.53  C36 1.072
39 H 4.55 1.53 3.42  C35 1.070
40 H 4.08 1.05 0.80  C34 1.070
41 H 4.32 -1.37 -0.68  C32 1.092
42 H 4.52 -2.84 0.33  C32 1.092
43 H 0.33 -1.98 1.51  C22 1.081
44 H -2.10 -2.03 1.69  C21 1.080
45 H -4.44 -1.61 -1.16  C19 1.097
46 H -4.31 -2.13 0.54  C19 1.092
47 H -2.18 0.96 1.25  C3 1.078
48 H 1.41 0.83 1.77  C1 1.089
49 H 0.65 2.29 2.39  C1 1.090
50 H -0.17 0.74 2.57  C1 1.087

Relative energy (zero: lowest compared OMol25 entry of this formula, charge and spin) (eV): 1.810
Structure (SMILES): Cc1ccc(C)c(S(=O)(=O)NCc2ccc(C(=O)NCc3ccco3)cc2)c1
Max |F| (eV Å⁻¹): 0.9
M (g/mol): 398.5
Spin multiplicity: 1
Frontier orbital gap (eV): 9.280
E (hartree): -1622.0944

***

5.
Below is C21H22N2O5S2 in the gas phase in a non-equilibrium geometry, with properties calculated with wB97M-V/def2-TZVPD.

Bonds (Å) are listed after each position.
CARTESIAN COORDINATES (ANGSTROEM)
1 O -2.35 -1.29 -2.24  C2 1.216
2 C -2.17 -0.54 -1.30  O1 1.216, N3 1.354, C26 1.502
3 N -3.18 0.05 -0.62  C2 1.354, C4 1.454, C15 1.457
4 C -2.99 0.94 0.51  N3 1.454, C5 1.496, H13 1.095, H14 1.096
5 C -2.12 2.12 0.17  C4 1.496, C6 1.361, S9 1.734
6 C -2.17 2.91 -0.93  C5 1.361, C7 1.413, H12 1.076
7 C -1.17 3.91 -0.93  C6 1.413, C8 1.356, H11 1.075
8 C -0.39 3.86 0.18  C7 1.356, S9 1.716, H10 1.071
9 S -0.85 2.60 1.24  C5 1.734, C8 1.716
10 H 0.44 4.50 0.44  C8 1.071
11 H -1.05 4.63 -1.72  C7 1.075
12 H -2.88 2.78 -1.73  C6 1.076
13 H -3.98 1.29 0.81  C4 1.095
14 H -2.56 0.41 1.36  C4 1.096
15 C -4.55 -0.26 -1.00  N3 1.457, C16 1.492, H24 1.093, H25 1.094
16 C -5.25 -1.03 0.07  C15 1.492, C17 1.364, O20 1.354
17 C -5.26 -2.36 0.37  C16 1.364, C18 1.416, H23 1.070
18 C -6.07 -2.49 1.53  C17 1.416, C19 1.359, H22 1.070
19 C -6.48 -1.24 1.85  C18 1.359, O20 1.344, H21 1.072
20 O -5.99 -0.34 0.97  C16 1.354, C19 1.344
21 H -7.10 -0.86 2.64  C19 1.072
22 H -6.30 -3.40 2.05  C18 1.070
23 H -4.77 -3.13 -0.17  C17 1.070
24 H -4.49 -0.86 -1.91  C15 1.093
25 H -5.09 0.67 -1.20  C15 1.094
26 C -0.79 -0.18 -0.83  C2 1.502, C27 1.391, C31 1.391
27 C -0.27 -0.71 0.35  C26 1.391, C28 1.384, H52 1.080
28 C 1.01 -0.36 0.76  C27 1.384, C29 1.381, H51 1.078
29 C 1.74 0.52 -0.01  C28 1.381, C30 1.381, S34 1.787
30 C 1.26 1.02 -1.21  C29 1.381, C31 1.383, H33 1.079
31 C -0.01 0.66 -1.62  C26 1.391, C30 1.383, H32 1.079
32 H -0.41 1.03 -2.55  C31 1.079
33 H 1.87 1.70 -1.78  C30 1.079
34 S 3.36 1.02 0.57  C29 1.787, O35 1.432, O36 1.437, N37 1.686
35 O 3.28 1.33 1.97  S34 1.432
36 O 3.89 2.02 -0.31  S34 1.437
37 N 4.20 -0.43 0.43  S34 1.686, C38 1.452, C45 1.449
38 C 5.39 -0.50 1.25  N37 1.452, H39 1.100, C40 1.528, H50 1.089
39 H 6.14 0.22 0.91  C38 1.100
40 C 5.95 -1.92 1.16  C38 1.528, H41 1.100, O42 1.409, H49 1.091
41 H 5.22 -2.63 1.57  C40 1.100
42 O 6.25 -2.26 -0.18  C40 1.409, C43 1.407
43 C 5.10 -2.17 -0.99  O42 1.407, H44 1.101, C45 1.531, H48 1.091
44 H 4.34 -2.89 -0.65  C43 1.101
45 C 4.50 -0.76 -0.95  N37 1.449, C43 1.531, H46 1.099, H47 1.091
46 H 5.20 -0.03 -1.38  C45 1.099
47 H 3.57 -0.73 -1.52  C45 1.091
48 H 5.42 -2.42 -2.00  C43 1.091
49 H 6.89 -2.00 1.71  C40 1.091
50 H 5.09 -0.25 2.27  C38 1.089
51 H 1.43 -0.73 1.68  C28 1.078
52 H -0.86 -1.40 0.94  C27 1.080

Relative energy (zero: lowest compared OMol25 entry of this formula, charge and spin) (eV): 1.630
Structure (SMILES): O=C(c1ccc(S(=O)(=O)N2CCOCC2)cc1)N(Cc1ccco1)Cc1cccs1
Max |F| (eV Å⁻¹): 1.0
M (g/mol): 446.5
Spin multiplicity: 1
Frontier orbital gap (eV): 9.092
E (hartree): -2095.4804